Record 1
A 12-piece molecular cluster, C45H123N9O12 overall in a non-equilibrium geometry. Source: the Open Molecules 2025 dataset; level of theory: the ωB97M-V functional and the def2-TZVPD basis.

Geometry as XYZ:
```
189
Properties=species:S:1:pos:R:3
C -2.17 0.33 5.24
O -2.99 1.48 5.39
C -4.37 1.25 5.11
C -5.08 2.52 5.54
C -4.60 3.67 4.64
N -4.87 2.80 6.95
H -2.26 -0.18 4.25
H -2.45 -0.43 6.00
H -1.12 0.58 5.38
H -4.56 0.94 4.07
H -4.65 0.38 5.74
H -6.12 2.39 5.34
H -4.95 3.37 3.63
H -3.52 3.73 4.64
H -5.06 4.66 4.90
H -5.51 2.27 7.55
H -3.95 2.66 7.31
C 0.11 -4.64 6.87
O -0.45 -3.78 5.94
C 0.21 -3.78 4.75
C -0.42 -2.76 3.83
C -1.72 -3.35 3.23
N 0.47 -2.32 2.69
H -0.35 -4.48 7.82
H 1.17 -4.34 6.93
H 0.02 -5.69 6.58
H 1.29 -3.51 4.77
H 0.25 -4.77 4.30
H -0.61 -1.84 4.32
H -1.46 -4.06 2.45
H -2.32 -2.56 2.81
H -2.23 -3.86 4.07
H 0.69 -3.08 2.10
H 1.34 -1.95 3.05
C 4.63 -4.66 1.24
O 4.36 -3.25 1.11
C 5.45 -2.39 1.43
C 5.25 -1.09 0.59
C 5.29 -1.41 -0.90
N 6.16 -0.03 0.98
H 3.67 -5.16 1.24
H 5.10 -4.86 2.21
H 5.24 -5.01 0.39
H 5.51 -2.28 2.55
H 6.46 -2.74 1.12
H 4.23 -0.76 0.81
H 6.16 -1.98 -1.14
H 5.46 -0.47 -1.42
H 4.46 -1.98 -1.34
H 7.08 -0.43 0.84
H 6.09 0.15 1.98
C 1.22 3.75 -3.86
O 0.71 3.71 -2.54
C 0.30 5.05 -2.25
C -0.09 5.08 -0.80
C -1.54 4.56 -0.71
N 0.01 6.42 -0.24
H 0.49 4.08 -4.61
H 1.67 2.77 -4.13
H 2.06 4.46 -3.84
H 1.16 5.67 -2.50
H -0.60 5.40 -2.73
H 0.63 4.40 -0.36
H -2.17 5.30 -1.20
H -1.82 4.55 0.33
H -1.70 3.64 -1.28
H -0.87 6.89 -0.45
H -0.02 6.34 0.81
C -3.06 5.13 -5.39
O -3.08 3.74 -5.65
C -2.48 3.08 -4.54
C -2.38 1.57 -4.83
C -2.02 0.73 -3.67
N -1.49 1.28 -5.95
H -3.70 5.67 -6.06
H -2.01 5.47 -5.41
H -3.48 5.34 -4.42
H -1.48 3.48 -4.31
H -3.10 3.30 -3.65
H -3.31 1.05 -5.09
H -1.19 1.11 -3.09
H -1.86 -0.31 -3.88
H -2.88 0.67 -3.01
H -0.48 1.49 -5.83
H -1.76 1.80 -6.80
C 6.50 0.88 4.60
O 5.30 0.48 3.82
C 4.24 1.32 4.19
C 2.95 0.59 3.80
C 1.72 1.51 3.96
N 2.84 -0.65 4.58
H 6.58 1.94 4.36
H 7.40 0.34 4.31
H 6.38 0.69 5.64
H 4.27 1.45 5.25
H 4.36 2.37 3.87
H 3.10 0.26 2.77
H 0.76 1.01 3.86
H 1.66 2.27 3.22
H 1.78 1.96 4.96
H 3.73 -1.19 4.48
H 2.73 -0.50 5.58
C -0.95 -3.42 -1.96
O -1.20 -4.24 -3.09
C -2.54 -4.20 -3.62
C -2.53 -5.20 -4.76
C -2.35 -6.64 -4.32
N -1.49 -4.89 -5.79
H 0.09 -3.54 -1.72
H -1.64 -3.60 -1.11
H -1.02 -2.36 -2.22
H -3.32 -4.47 -2.88
H -2.75 -3.13 -3.90
H -3.49 -5.12 -5.30
H -2.29 -7.32 -5.16
H -3.12 -6.96 -3.62
H -1.41 -6.64 -3.76
H -1.71 -4.14 -6.46
H -0.55 -4.73 -5.37
C 3.27 -2.46 -3.67
O 4.19 -3.50 -3.79
C 5.40 -3.00 -4.23
C 6.32 -4.16 -4.48
C 6.45 -4.93 -3.19
N 7.65 -3.57 -4.90
H 2.94 -2.09 -4.67
H 3.70 -1.66 -3.13
H 2.40 -2.73 -3.10
H 5.31 -2.30 -5.07
H 5.96 -2.56 -3.40
H 5.85 -4.80 -5.24
H 6.80 -5.91 -3.47
H 5.49 -5.13 -2.71
H 7.18 -4.48 -2.53
H 7.69 -3.37 -5.90
H 8.40 -4.17 -4.66
C 1.14 -0.17 -1.97
O -0.08 -0.23 -1.24
C -0.13 0.64 -0.11
C -1.54 0.54 0.50
C -1.55 1.41 1.75
N -1.80 -0.83 0.83
H 1.40 0.81 -2.34
H 1.21 -0.82 -2.86
H 1.96 -0.38 -1.27
H 0.60 0.31 0.64
H 0.10 1.69 -0.39
H -2.25 0.81 -0.28
H -1.39 2.43 1.46
H -0.81 1.06 2.47
H -2.53 1.37 2.25
H -1.71 -1.47 0.02
H -1.20 -1.17 1.56
C 4.70 4.29 -2.07
C 4.73 3.23 -0.99
C 3.54 2.29 -1.09
O 6.02 2.53 -1.08
H 3.88 5.01 -1.88
H 4.60 3.88 -3.07
H 5.66 4.80 -2.06
H 4.63 3.66 0.04
H 3.47 1.75 -2.06
H 2.63 2.92 -1.01
H 3.44 1.55 -0.26
H 6.04 1.80 -0.41
C -5.57 -2.82 0.39
C -5.31 -1.33 0.22
C -6.63 -0.61 0.08
O -4.67 -0.81 1.40
H -6.13 -2.95 1.32
H -4.66 -3.39 0.39
H -6.14 -3.18 -0.46
H -4.62 -1.13 -0.66
H -7.07 -0.80 -0.86
H -6.44 0.44 0.20
H -7.26 -0.95 0.92
H -3.69 -0.97 1.39
C -7.98 4.38 0.02
C -7.24 3.11 0.37
C -5.84 3.09 -0.25
O -7.10 3.00 1.79
H -9.05 4.38 0.17
H -7.77 4.62 -1.02
H -7.56 5.22 0.60
H -7.76 2.21 0.04
H -5.33 2.17 0.03
H -5.36 3.98 0.21
H -5.87 3.17 -1.35
H -6.68 2.18 2.03
```

Values from the calculation:
charge = 0
molar mass = 982.53 g/mol
SMILES = COC[C@H](C)N.COC[C@H](C)N.COC[C@H](C)N.COC[C@H](C)N.COC[C@H](C)N.COC[C@H](C)N.COC[C@H](C)N.COC[C@H](C)N.COC[C@H](C)N.CC(C)O.CC(C)O.CC(C)O
ΔE to the lowest compared entry with this formula, charge and spin = 1.409 eV

---

Record 2
The molecule C3H4N2O. Source: the Open Molecules 2025 dataset; level of theory: the ωB97M-V functional and the def2-TZVPD basis.

Geometry as XYZ:
```
10
Properties=species:S:1:pos:R:3
O -0.05 -2.66 0.33
C 0.92 -2.18 -0.38
C 0.66 -0.65 -0.52
N -0.33 -0.16 0.10
C -0.57 1.23 0.13
N 0.31 2.03 0.55
H -0.69 -1.94 0.60
H 1.35 -0.06 -1.12
H -1.59 1.49 -0.18
H -0.07 2.98 0.57
```

Values from the calculation:
charge = 0
molar mass = 84.08 g/mol
ΔE to the lowest compared entry with this formula, charge and spin = 4.098 eV